1.
Density functional theory data (wB97M-V/def2-TZVPD) for a single C18H15NO6 molecule.

Spin multiplicity = 1
Energy above the lowest of the compared OMol25 structures with the same formula, charge and spin = 7.552 eV
Structure (SMILES) = CC(C)Oc1ccc2c(/C=C/c3ccc([N+](=O)[O-])o3)cc(=O)oc2c1

Last column: Löwdin charge in e.
Positions of all 40 atoms, in Å:
C: 4.22 2.38 -0.67  -0.26
C: -5.52 -2.38 0.61  -0.07
C: -0.81 -2.56 -0.10  0.01
H: -4.09 -2.65 2.27  0.16
H: 1.07 -1.62 -0.56  0.11
H: 2.34 0.25 -1.08  0.10
O: 4.76 3.58 -0.30  0.13
C: -1.58 2.43 -0.02  -0.40
C: 4.99 1.60 -1.50  0.01
H: -5.74 -4.78 1.99  0.08
N: 7.09 4.28 -0.29  -0.33
C: -0.31 -0.09 -0.04  -0.06
C: -1.64 0.11 0.38  -0.19
C: 6.08 3.39 -0.74  -0.19
O: 8.29 3.90 -0.21  0.06
H: 4.67 0.82 -2.24  0.15
H: -4.06 -5.26 1.92  0.05
H: -5.14 -5.08 0.41  0.10
H: -0.50 -3.56 -0.55  0.14
O: -3.10 -3.31 0.54  -0.08
H: 0.17 3.24 -0.94  0.12
C: -2.46 -0.95 0.66  0.03
C: 0.03 -1.46 -0.23  -0.04
O: -2.12 3.52 -0.16  0.10
H: -6.51 -2.40 1.05  0.09
C: -4.39 -3.10 1.27  -0.35
H: -5.58 -2.63 -0.40  0.07
C: 1.98 1.22 -0.74  -0.01
C: -2.16 -2.22 0.32  -0.18
C: 0.54 1.17 -0.43  -0.11
C: -0.18 2.32 -0.55  0.06
O: 6.72 5.41 -0.05  0.11
C: -4.79 -4.67 1.41  -0.04
O: -2.14 1.38 0.65  0.12
H: 7.25 1.85 -1.79  0.15
H: 2.34 3.20 0.08  0.12
C: 6.26 2.23 -1.44  0.03
H: -3.36 -0.58 1.05  0.11
H: -5.41 -1.29 0.75  0.08
C: 2.78 2.30 -0.34  0.05

***

2.
Density functional theory data (wB97M-V/def2-TZVPD) for a molecular structure, C18H15NbO6S.

Charge = +2
Spin multiplicity = 1
Energy above the lowest of the compared OMol25 structures with the same formula, charge and spin = 0.479 eV

Last column: Löwdin charge in e.
Positions of all 41 atoms, in Å:
O: 5.56 9.14 10.76  -0.16
H: 4.29 6.73 10.13  0.18
C: 8.46 8.34 15.87  -0.22
H: 10.11 5.90 22.64  0.12
H: 10.42 6.96 18.37  0.11
O: 8.70 8.14 10.29  -0.21
H: 5.71 4.38 10.34  0.14
H: 8.45 5.19 22.34  0.11
C: 9.25 6.48 20.74  -0.69
C: 7.25 7.28 8.29  -0.13
H: 8.21 5.63 7.33  0.17
C: 7.59 8.18 13.38  -0.16
C: 9.62 7.49 17.86  -0.02
S: 8.48 8.00 20.33  1.16
C: 5.47 4.99 9.46  -0.08
C: 6.48 4.70 8.35  -0.07
C: 8.53 7.90 8.89  -0.41
H: 4.45 4.76 9.07  0.16
O: 9.99 5.87 19.96  0.01
H: 7.19 3.87 8.52  0.17
C: 5.55 9.02 9.41  -0.50
C: 9.48 7.52 16.49  0.02
C: 7.57 8.94 18.03  -0.06
C: 8.55 8.08 18.65  -0.47
H: 5.93 4.44 7.48  0.17
C: 5.89 7.52 8.98  -0.16
H: 8.61 6.82 22.65  0.06
H: 10.01 6.79 15.84  0.15
H: 5.21 7.50 8.08  0.20
H: 6.94 9.81 16.12  0.14
H: 7.25 7.77 7.32  0.21
C: 9.12 6.03 22.14  -0.05
Nb: 7.13 8.10 11.46  1.93
C: 8.19 8.36 14.48  0.01
C: 7.32 5.86 7.93  0.26
C: 5.34 6.46 9.91  -0.28
O: 6.00 6.56 11.26  -0.32
H: 6.84 9.39 18.73  0.12
C: 7.62 9.14 16.68  -0.01
O: 9.41 8.33 8.20  0.22
O: 5.46 9.94 8.64  0.20

***

3.
Density functional theory data (wB97M-V/def2-TZVPD) for a molecular structure, C18H16BN7O2Ru.

Charge = +1
Spin multiplicity = 6
Energy above the lowest of the compared OMol25 structures with the same formula, charge and spin = 0.000 eV

Last column: Löwdin charge in e.
Positions of all 45 atoms, in Å:
H: -2.83 4.87 0.97  0.12
O: 0.34 -1.87 2.87  0.15
C: -2.12 2.92 1.51  0.03
C: -1.42 1.83 1.03  -0.22
C: 3.89 -1.82 -0.65  -0.03
N: -2.71 -0.70 -0.97  -0.11
H: -0.80 2.62 -2.07  0.12
C: -3.54 0.30 -1.33  -0.14
N: 0.08 0.08 1.55  0.00
C: -1.13 0.65 1.98  -0.47
H: -3.16 1.15 -1.88  0.10
O: -1.87 0.34 2.87  0.15
C: -1.82 3.89 -0.65  -0.03
H: -5.48 -1.81 0.20  0.14
H: -1.81 -5.48 0.20  0.14
C: 2.74 -1.17 -1.06  -0.12
H: -5.71 0.61 -1.06  0.11
N: -1.62 -3.46 -0.31  -0.08
N: 1.72 -0.97 -0.22  0.01
C: 0.30 -3.54 -1.33  -0.14
H: 2.91 -2.48 2.53  0.13
C: 1.83 -1.42 1.03  -0.22
H: 0.61 -5.71 -1.06  0.11
N: -0.70 -2.71 -0.97  -0.11
H: 1.15 -3.16 -1.88  0.10
Ru: -0.67 -0.67 -0.25  1.68
H: 4.70 -1.95 -1.36  0.12
C: -4.72 -1.20 -0.26  -0.05
H: -3.02 -3.02 1.41  0.08
C: -1.17 2.74 -1.06  -0.12
N: -3.46 -1.62 -0.31  -0.08
N: -0.97 1.72 -0.22  0.01
C: 3.98 -2.31 0.64  -0.01
B: -3.04 -3.04 0.21  -0.39
H: -3.82 -3.82 -0.27  0.08
C: 0.65 -1.13 1.98  -0.47
H: 2.62 -0.80 -2.07  0.12
C: -1.20 -4.72 -0.26  -0.05
C: -2.31 3.98 0.64  -0.01
C: 2.92 -2.12 1.51  0.03
H: -2.48 2.91 2.53  0.13
C: 0.03 -4.82 -0.91  -0.02
H: 4.87 -2.83 0.97  0.12
H: -1.95 4.70 -1.36  0.12
C: -4.82 0.03 -0.91  -0.02

***

4.
Density functional theory data (wB97M-V/def2-TZVPD) for a molecular structure, C18H16BrF8NO3Pd.

Charge = -2
Spin multiplicity = 1
Energy above the lowest of the compared OMol25 structures with the same formula, charge and spin = 0.086 eV

Last column: Löwdin charge in e.
Positions of all 48 atoms, in Å:
C: 3.44 0.91 1.27  -0.39
H: 5.88 -1.04 0.20  0.06
F: -1.61 0.37 -2.19  0.15
C: -5.40 -0.19 0.99  -0.13
C: -3.44 -1.40 0.24  -0.12
H: 4.09 -2.81 -0.84  0.06
H: 1.50 3.47 -1.10  0.07
H: 2.39 -2.31 -0.85  0.06
C: 2.71 2.10 1.81  -0.07
C: 0.91 -1.65 2.43  -0.43
C: -1.93 -1.58 0.18  -0.63
H: -0.08 -1.75 2.88  0.08
C: 4.96 -0.56 0.50  -0.12
F: 2.44 1.36 -2.17  0.14
F: 1.74 -1.15 3.42  -0.07
H: 0.70 3.60 -2.70  0.08
H: -5.85 0.63 1.53  0.09
F: -1.48 2.27 -3.20  0.09
O: -1.48 -2.43 -0.59  0.01
H: -0.21 3.91 -1.20  0.08
N: 2.77 -0.18 0.80  -0.06
C: -6.19 -1.10 0.32  -0.70
O: 0.28 1.43 -0.19  -0.21
C: 0.58 3.31 -1.65  0.00
C: -5.65 -2.16 -0.40  -0.14
H: 3.04 -3.13 0.55  0.05
C: 1.16 1.00 -2.38  -0.55
Br: -8.09 -0.90 0.38  0.64
Pd: 0.76 -0.46 0.87  0.96
H: -6.30 -2.85 -0.92  0.09
C: -1.25 1.65 -2.01  -0.54
F: 0.94 1.19 -3.72  0.10
C: 0.21 1.82 -1.47  -0.53
C: 4.80 0.72 1.10  -0.12
F: 1.37 -2.94 2.21  -0.08
F: -2.13 2.18 -1.14  0.13
H: -3.80 -3.09 -0.99  0.11
F: 1.09 -0.32 -2.18  0.14
H: 5.57 1.43 1.36  0.06
C: 3.69 -1.08 0.34  -0.39
C: -4.27 -2.29 -0.43  -0.02
H: -3.35 0.35 1.44  0.12
C: 3.28 -2.40 -0.23  -0.07
H: 2.53 2.85 1.04  0.05
C: -4.02 -0.35 0.94  -0.01
H: 1.73 1.80 2.18  0.05
O: -1.31 -0.80 0.97  -0.15
H: 3.27 2.56 2.63  0.06

***

5.
Density functional theory data (wB97M-V/def2-TZVPD) for a molecular structure, C18H16BrN2O8P2Pd.

Charge = -1
Spin multiplicity = 1
Energy above the lowest of the compared OMol25 structures with the same formula, charge and spin = 0.000 eV

Last column: Löwdin charge in e.
Positions of all 48 atoms, in Å:
N: -0.25 0.13 0.88  0.01
O: 1.90 1.01 -0.81  -0.38
H: -4.61 0.38 -3.42  0.11
H: 0.22 -1.67 6.66  0.09
C: 3.14 -3.14 -1.04  -0.10
H: 0.98 -3.10 2.70  0.11
Pd: -0.09 0.63 -1.01  0.93
N: -2.13 0.61 -1.17  -0.10
H: -0.24 0.59 5.74  0.09
C: 0.43 -1.04 2.84  -0.17
H: 4.69 -2.41 0.25  0.10
C: 3.63 -2.42 0.04  -0.08
H: -6.14 2.75 -1.31  0.11
H: 0.83 -3.51 5.13  0.09
O: 1.71 3.14 -2.18  -0.28
H: -0.14 -2.34 -0.75  0.09
O: -0.03 1.48 -2.95  -0.46
C: 0.62 -2.53 4.74  -0.10
H: 1.83 0.88 -3.47  0.04
O: 0.19 3.68 -4.08  -0.13
P: 0.16 2.97 -2.63  0.18
C: 1.78 -3.12 -1.32  -0.09
C: 0.92 -2.37 -0.52  -0.06
H: -2.10 1.74 0.54  0.10
H: -0.11 0.97 3.29  0.11
H: -4.37 2.71 0.18  0.12
C: 0.71 -2.30 3.37  -0.04
C: -4.09 0.70 -2.54  -0.04
H: 0.62 4.54 -4.02  0.07
H: 3.15 -1.11 1.68  0.12
O: 4.01 2.36 -1.40  -0.29
O: 2.75 1.09 -3.21  -0.15
C: 1.40 -1.65 0.56  -0.23
C: -2.83 0.24 -2.24  -0.72
C: 0.02 -0.23 5.08  -0.09
Br: -2.02 -1.01 -3.38  0.79
H: 3.81 -3.70 -1.67  0.09
C: -3.96 2.00 -0.53  0.01
P: 2.68 1.87 -1.80  0.21
C: 0.48 -0.79 1.37  -0.35
H: 1.39 -3.67 -2.16  0.10
C: 0.28 -1.49 5.60  -0.11
C: -2.71 1.48 -0.32  -0.11
C: -4.66 1.62 -1.66  -0.31
C: 2.76 -1.69 0.84  -0.04
O: -0.77 3.61 -1.68  -0.31
C: 0.09 0.00 3.71  -0.04
O: -5.90 2.09 -1.96  0.08

***

6.
Density functional theory data (wB97M-V/def2-TZVPD) for a single C18H16Cl2F3N3O4S molecule.

Spin multiplicity = 1
Energy above the lowest of the compared OMol25 structures with the same formula, charge and spin = 0.000 eV
Structure (SMILES) = CS(=O)(=O)N(C(=O)c1cc(NN2CCOCC2)c(Cl)cc1Cl)c1cc(F)c(F)c(F)c1

Last column: Löwdin charge in e.
Positions of all 47 atoms, in Å:
H: 2.25 3.33 -1.80  0.07
F: 0.84 1.25 -6.91  0.11
H: -0.72 1.34 -2.69  0.14
O: -0.34 1.70 0.06  -0.31
H: 3.76 -1.98 3.10  0.10
Cl: 1.35 -2.60 4.76  0.67
C: -2.23 0.11 2.86  -0.15
H: -0.75 -1.96 3.92  0.07
H: -3.80 -1.31 0.59  0.13
C: -3.11 -2.15 2.44  -0.15
C: 2.01 -0.60 -0.90  -0.45
H: -0.34 -1.03 0.45  0.12
S: 1.05 1.82 -0.32  0.72
N: -1.95 -1.25 2.38  -0.17
H: -3.68 1.64 2.61  0.13
C: 2.27 0.75 -5.09  -0.18
C: -3.45 0.68 2.14  -0.19
F: -1.23 1.77 -5.19  0.12
C: 2.96 -1.37 1.20  -0.57
F: 3.30 0.45 -5.90  0.10
N: -0.80 -1.85 2.91  0.01
H: -2.41 0.17 3.95  0.13
C: 1.04 1.17 -5.58  -0.12
H: 0.54 3.64 -1.86  0.06
C: 0.47 -1.73 2.32  -0.24
H: -2.84 -3.17 2.07  0.14
H: -3.25 0.85 1.06  0.13
O: 2.57 -1.40 -1.66  0.08
C: 1.85 -1.07 0.45  -0.21
H: -5.02 -2.19 1.57  0.12
C: 1.62 -2.04 3.09  -0.51
C: 0.16 1.20 -3.35  0.05
H: 3.42 0.31 -3.30  0.15
O: -4.52 -0.25 2.29  -0.14
H: 1.46 4.18 -0.48  0.09
C: 0.56 -1.23 1.02  0.06
C: 2.42 0.59 -3.71  0.08
C: 1.36 0.75 -2.81  -0.25
C: 1.35 3.36 -1.21  -0.11
C: -4.18 -1.49 1.62  -0.18
H: -3.44 -2.23 3.46  0.12
C: -0.05 1.39 -4.72  -0.19
Cl: 4.53 -0.97 0.55  0.73
C: 2.87 -1.82 2.53  -0.08
O: 1.93 1.89 0.86  -0.29
H: -1.37 0.78 2.66  0.13
N: 1.53 0.58 -1.42  -0.05

***

7.
Density functional theory data (wB97M-V/def2-TZVPD) for a single C18H16ClF4N5O3S molecule.

Spin multiplicity = 1
Structure (SMILES) = Cc1nc(N2CCO[C@@H](C(F)(F)F)C2)c2[nH]c(N)c(S(=O)(=O)c3ccc(Cl)cc3F)c2n1

Last column: Löwdin charge in e.
Positions of all 48 atoms, in Å:
H: -1.11 1.04 -2.92  0.14
H: 2.56 1.80 2.43  0.07
F: -1.43 2.94 -4.73  0.15
H: 0.73 2.62 -3.31  0.17
C: -1.18 -1.20 3.85  -0.20
C: 2.30 2.09 1.41  -0.02
C: 0.52 0.18 -1.15  -0.26
C: -2.58 -1.17 0.19  -0.32
F: -1.59 -3.32 2.91  0.08
H: 1.25 -0.19 5.98  0.10
N: 1.46 0.86 -0.51  0.19
C: -0.75 0.07 0.78  -0.22
C: 2.71 0.75 -3.66  -0.14
C: -1.98 -0.53 1.23  -0.18
C: -0.21 0.69 -3.44  -0.08
C: -0.46 -0.34 4.73  -0.02
C: 0.56 1.85 -4.07  -0.22
C: 2.00 -0.46 -3.09  -0.10
C: -0.82 -2.52 3.69  -0.23
N: -3.76 -1.86 0.26  0.15
C: 1.06 -2.19 5.24  -0.64
N: 0.16 0.78 1.44  0.19
C: 0.67 -0.86 5.39  -0.10
H: -4.17 -1.78 1.21  0.08
H: 3.57 0.40 -4.25  0.13
C: -0.62 -0.24 -0.53  -0.13
C: 0.33 -2.99 4.36  -0.01
H: 0.66 -4.00 4.17  0.12
H: -0.51 -0.01 -4.19  0.12
O: 1.83 1.48 -4.59  -0.09
S: -2.56 -0.50 2.91  0.80
C: 1.27 1.17 0.76  -0.35
H: 1.82 -1.18 -3.88  0.12
H: -1.84 -1.48 -1.79  0.17
C: -0.28 2.47 -5.22  -0.52
H: 1.94 3.15 1.41  0.09
H: 3.22 2.04 0.82  0.07
O: -2.82 0.89 3.30  -0.31
N: 0.68 -0.03 -2.50  -0.06
O: -3.78 -1.34 3.05  -0.33
H: 3.03 1.45 -2.89  0.12
H: -0.73 0.71 4.85  0.12
N: -1.76 -0.97 -0.89  0.17
H: 2.65 -0.88 -2.32  0.13
F: 0.38 3.54 -5.72  0.14
Cl: 2.53 -2.71 6.03  0.67
H: -4.44 -1.77 -0.52  0.13
F: -0.51 1.53 -6.22  0.11

***

8.
Density functional theory data (wB97M-V/def2-TZVPD) for a molecular structure, C18H16ClN5Sr.

Charge = +2
Spin multiplicity = 1
Energy above the lowest of the compared OMol25 structures with the same formula, charge and spin = 0.000 eV

Last column: Löwdin charge in e.
Positions of all 41 atoms, in Å:
Cl: -2.79 5.97 -1.13  0.76
H: 1.02 -4.89 -0.96  0.12
H: 1.13 -0.35 4.74  0.14
C: -0.09 5.96 -0.93  -0.04
C: 0.78 -2.76 -0.89  -0.20
C: -1.44 -3.95 -0.90  0.02
H: 4.61 -2.56 -0.97  0.13
H: 3.47 -4.79 -1.01  0.13
C: 0.58 0.12 3.94  -0.05
N: -1.35 -1.58 -0.86  -0.07
H: -0.95 1.44 4.81  0.12
H: -0.94 -4.91 -0.91  0.12
C: -1.25 5.22 -1.01  -0.65
N: 0.00 3.18 -0.89  -0.10
C: -0.73 1.25 2.60  -0.15
H: 2.06 3.37 -0.74  0.11
H: -0.13 7.04 -0.95  0.13
C: 1.12 3.91 -0.82  -0.14
C: -2.69 -1.55 -0.86  -0.12
H: -3.16 -0.58 -0.85  0.11
H: -4.55 -2.61 -0.89  0.13
C: 3.53 -2.65 -0.94  -0.02
C: 2.74 -1.52 -0.89  -0.13
C: 1.12 5.29 -0.84  -0.02
N: 0.87 -0.14 2.66  -0.01
C: -0.46 1.01 3.95  -0.03
H: 2.06 5.83 -0.78  0.13
H: -2.08 3.26 -1.05  0.11
C: -0.72 -2.77 -0.88  -0.21
C: 2.90 -3.88 -0.97  0.00
N: 1.40 -1.56 -0.86  -0.06
C: -1.17 3.84 -0.98  -0.18
H: 1.57 -0.77 2.31  0.15
H: 3.20 -0.54 -0.88  0.12
C: -2.83 -3.91 -0.91  0.00
C: 1.51 -3.93 -0.93  0.02
N: 0.08 0.55 1.80  -0.15
C: -3.48 -2.69 -0.89  -0.02
H: -1.48 1.91 2.18  0.11
H: -3.40 -4.83 -0.93  0.13
Sr: -0.02 0.54 -0.70  1.56

***

no.,largest force on an atom (Eh/bohr),DFT total energy (eV)
1,0.0770,-32677.6515
2,0.0939,-43558.8963
3,0.0276,-36701.1453
4,0.0122,-121823.8156
5,0.0075,-130396.0630
6,0.0844,-75615.6250
7,0.0609,-66745.8533
8,0.0104,-39723.1910